{"formula": "C68H187N17O17", "method": "ωB97M-V with the def2-TZVPD basis set", "symbols": ["O", "O", "O", "O", "O", "O", "O", "O", "O", "O", "O", "O", "O", "O", "O", "O", "O", "N", "N", "N", "N", "N", "N", "N", "N", "N", "N", "N", "N", "N", "N", "N", "N", "N", "C", "C", "C", "C", "C", "C", "C", "C", "C", "C", "C", "C", "C", "C", "C", "C", "C", "C", "C", "C", "C", "C", "C", "C", "C", "C", "C", "C", "C", "C", "C", "C", "C", "C", "C", "C", "C", "C", "C", "C", "C", "C", "C", "C", "C", "C", "C", "C", "C", "C", "C", "C", "C", "C", "C", "C", "C", "C", "C", "C", "C", "C", "C", "C", "C", "C", "C", "C", "H", "H", "H", "H", "H", "H", "H", "H", "H", "H", "H", "H", "H", "H", "H", "H", "H", "H", "H", "H", "H", "H", "H", "H", "H", "H", "H", "H", "H", "H", "H", "H", "H", "H", "H", "H", "H", "H", "H", "H", "H", "H", "H", "H", "H", "H", "H", "H", "H", "H", "H", "H", "H", "H", "H", "H", "H", "H", "H", "H", "H", "H", "H", "H", "H", "H", "H", "H", "H", "H", "H", "H", "H", "H", "H", "H", "H", "H", "H", "H", "H", "H", "H", "H", "H", "H", "H", "H", "H", "H", "H", "H", "H", "H", "H", "H", "H", "H", "H", "H", "H", "H", "H", "H", "H", "H", "H", "H", "H", "H", "H", "H", "H", "H", "H", "H", "H", "H", "H", "H", "H", "H", "H", "H", "H", "H", "H", "H", "H", "H", "H", "H", "H", "H", "H", "H", "H", "H", "H", "H", "H", "H", "H", "H", "H", "H", "H", "H", "H", "H", "H", "H", "H", "H", "H", "H", "H", "H", "H", "H", "H", "H", "H", "H", "H", "H", "H", "H", "H", "H", "H", "H", "H", "H", "H", "H", "H", "H", "H", "H", "H", "H", "H", "H", "H", "H", "H"], "positions_angstrom": [[18.389385, 17.972930, 15.050420], [24.354035, 15.883260, 22.696450], [19.440685, 18.505420, 19.535600], [23.853725, 14.652390, 13.257700], [21.150655, 7.732610, 23.839210], [27.550275, 11.525220, 21.072830], [12.356945, 12.177220, 13.845610], [22.201265, 10.697100, 15.695070], [16.678275, 9.101320, 21.821670], [23.049045, 18.129520, 13.216370], [20.520975, 18.121710, 24.503750], [15.177515, 15.436960, 19.411860], [18.619845, 12.014040, 13.115000], [20.215305, 13.851290, 19.957590], [13.578745, 15.026470, 24.255380], [18.361405, 11.334270, 26.334120], [26.219795, 14.123890, 17.448640], [23.652375, 18.564340, 16.909490], [14.140995, 9.369750, 19.262670], [27.858165, 13.849630, 19.841130], [17.183895, 15.393960, 16.422100], [23.834035, 8.921110, 17.460610], [16.780325, 12.296730, 16.319240], [24.408065, 12.460640, 24.085720], [18.582335, 15.009420, 24.119770], [20.132555, 14.487600, 17.252230], [27.195505, 12.490380, 24.647820], [21.772385, 17.047700, 18.642240], [14.342675, 10.314060, 16.339990], [17.053935, 21.335620, 15.969640], [9.918135, 15.173860, 24.809030], [26.385125, 13.577710, 12.794630], [20.198125, 13.483610, 26.008260], [23.531585, 9.286820, 23.278830], [15.493225, 9.550620, 19.775410], [19.362945, 13.438790, 27.181410], [19.802935, 16.960950, 24.982370], [18.299215, 12.414830, 11.775540], [25.576345, 13.910220, 18.706210], [12.671185, 12.907580, 12.684320], [21.479755, 8.320580, 17.661990], [22.362185, 9.349520, 22.447160], [18.458685, 10.662690, 15.817150], [24.131065, 13.549640, 23.135060], [25.496015, 13.888040, 11.647870], [16.011975, 15.598960, 17.242170], [26.492095, 10.841060, 20.502520], [26.608715, 16.015550, 19.962840], [27.643525, 11.190290, 22.503070], [18.530265, 19.370400, 15.435540], [17.225915, 10.687370, 25.848890], [25.827215, 12.977500, 10.478830], [24.947055, 17.100630, 23.165560], [21.877615, 17.807280, 24.182300], [15.131615, 15.024920, 20.801120], [22.495655, 9.326340, 15.413680], [15.425305, 9.023870, 21.213390], [16.191165, 14.907530, 18.582670], [22.840355, 9.618020, 21.066740], [13.182695, 10.897540, 15.765960], [17.067865, 19.910280, 15.747440], [15.941995, 19.572700, 14.774800], [17.907745, 17.111120, 23.234500], [28.968765, 13.244490, 23.220440], [20.438285, 13.176710, 17.617220], [22.578465, 15.067070, 13.625690], [20.176055, 17.637600, 20.389640], [22.310695, 18.982540, 20.093200], [18.071545, 18.401530, 19.584890], [13.736495, 13.608140, 24.499450], [26.474985, 14.447580, 19.882800], [23.767395, 18.227250, 14.433670], [21.687235, 17.604980, 19.991770], [19.151335, 14.810680, 27.883290], [22.619225, 13.514070, 22.912260], [23.946315, 18.066520, 12.107640], [25.310115, 14.283530, 16.397040], [18.057165, 12.683930, 26.809510], [22.679685, 8.452660, 16.684320], [22.089555, 11.579340, 14.544080], [12.518605, 11.720130, 16.874330], [19.425685, 13.642900, 21.175490], [14.667405, 15.319180, 16.550240], [21.562635, 8.069210, 22.482730], [20.288045, 8.696130, 24.540220], [22.059155, 19.752560, 15.648650], [21.967265, 13.106030, 17.825970], [10.910925, 15.360700, 22.664230], [22.873695, 18.418530, 15.693110], [19.084505, 16.328250, 23.772060], [13.541515, 11.647220, 14.479330], [11.087135, 14.844680, 24.085440], [19.612345, 17.226120, 15.114150], [15.922485, 11.015010, 19.689180], [17.642185, 8.197240, 21.250000], [17.868465, 11.979840, 15.416700], [23.968425, 13.893720, 12.049800], [19.784085, 12.865160, 18.945650], [24.627475, 14.867140, 23.714060], [17.506375, 12.101560, 13.944600], [12.331875, 15.424780, 24.803500], [27.628015, 12.575570, 23.256750], [14.208275, 15.431160, 21.214060], [24.554875, 13.369710, 22.147080], [27.197285, 16.401020, 19.130320], [22.024085, 13.792680, 23.781910], [25.631785, 16.487390, 19.857560], [28.692005, 14.224480, 23.609200], [18.405875, 14.012540, 21.068410], [26.653535, 9.771620, 20.367080], [19.970865, 17.505910, 16.104740], [20.637535, 15.131570, 17.844180], [15.958775, 15.468560, 21.355270], [17.432885, 16.798130, 22.304640], [17.080505, 17.087810, 23.943900], [24.855665, 15.274180, 16.410480], [20.661975, 7.720300, 17.263240], [25.504115, 11.078600, 20.896950], [20.192105, 12.403330, 16.889630], [16.067495, 13.829200, 18.482650], [27.802175, 13.072410, 20.483700], [12.453275, 10.140080, 15.479070], [12.987665, 12.190910, 11.926490], [15.638095, 11.555420, 20.592060], [23.282135, 19.087970, 19.610180], [14.651095, 15.871520, 15.610690], [24.570765, 14.294040, 18.878220], [24.256345, 11.672610, 23.472460], [9.890465, 15.192990, 22.319800], [17.415965, 9.645770, 25.589940], [22.752285, 11.302010, 13.724340], [11.578235, 12.118920, 16.493850], [22.050145, 16.994130, 23.477230], [18.894385, 19.888400, 14.548300], [17.179625, 12.194570, 17.241320], [16.542545, 10.545330, 26.686100], [28.644935, 10.831870, 22.741420], [11.806505, 13.478430, 12.345850], [24.482655, 17.411670, 14.540090], [22.577725, 19.308060, 21.098600], [21.831645, 14.277120, 13.705280], [18.576745, 12.808280, 15.427900], [19.781835, 16.120610, 22.960440], [16.141255, 21.620880, 16.294810], [17.423895, 12.588290, 27.691510], [22.010065, 9.485850, 20.373010], [22.314745, 12.100070, 18.061350], [17.327175, 16.128210, 15.743550], [21.332535, 19.702680, 14.837700], [24.417235, 19.101360, 14.392000], [18.101435, 13.484140, 11.700990], [26.162085, 12.636410, 13.084970], [14.804235, 9.705740, 21.794280], [13.084025, 12.815880, 24.132430], [21.586215, 19.768560, 16.630570], [17.651055, 18.959530, 18.748280], [21.112245, 9.283520, 18.016660], [17.010845, 13.067130, 13.843540], [19.417875, 12.614770, 21.537410], [21.791195, 8.885810, 14.708150], [25.674825, 14.904080, 24.013710], [16.891365, 19.502910, 16.742930], [18.569295, 14.693450, 28.797390], [22.360085, 12.616470, 14.742230], [25.475605, 12.825940, 18.754020], [22.217465, 16.869680, 20.596990], [18.576695, 8.758290, 21.252260], [11.059205, 13.755350, 24.059230], [25.335075, 12.018590, 10.641310], [23.527315, 9.828870, 17.779970], [11.503135, 14.819380, 21.926420], [15.042305, 11.038370, 16.417410], [12.341125, 11.057660, 17.721520], [13.930225, 10.919240, 13.767250], [14.959665, 19.722260, 15.222860], [17.757105, 17.367340, 19.444600], [17.616965, 18.678300, 20.536120], [25.712415, 14.918310, 11.365360], [18.155135, 18.154150, 23.037040], [18.046195, 15.582170, 16.913140], [15.010285, 8.016990, 21.258700], [22.418565, 13.417640, 16.883990], [14.697955, 9.562140, 15.766840], [16.135305, 8.944590, 19.136230], [27.132615, 16.355940, 20.856020], [22.258795, 18.676470, 23.646280], [16.720725, 11.393720, 13.680370], [16.794065, 11.232010, 25.009260], [16.602205, 13.286100, 16.221640], [18.762485, 10.658610, 16.863940], [20.920755, 17.396850, 18.226390], [17.691725, 21.568580, 16.717350], [22.412415, 13.813330, 18.525730], [20.109985, 15.213250, 28.210450], [24.043045, 19.493750, 16.848840], [20.684695, 8.266380, 21.867560], [13.817285, 15.544110, 17.194290], [22.007655, 7.206960, 21.986150], [20.495315, 16.210930, 25.364710], [26.874485, 12.817800, 10.222310], [23.126855, 10.640280, 20.819770], [20.351265, 17.640990, 14.428600], [22.228815, 12.547040, 22.595200], [17.196905, 15.049520, 18.978160], [17.857585, 7.399450, 21.960810], [15.204885, 13.937580, 20.821620], [22.438685, 17.658470, 18.191580], [25.898815, 14.151800, 15.489190], [26.074025, 14.174580, 20.858910], [20.007585, 8.240230, 25.489750], [23.603635, 8.932500, 20.698550], [25.882025, 14.101090, 13.496820], [22.180615, 17.589870, 15.838200], [26.945635, 13.183050, 22.662250], [21.671725, 19.741400, 19.641600], [14.726755, 13.290330, 24.173140], [18.670685, 15.515270, 27.204590], [16.020145, 16.668000, 17.454710], [19.882755, 12.734770, 27.831220], [18.983965, 12.175960, 10.961810], [19.352825, 16.201060, 14.849550], [21.712925, 10.173530, 22.743080], [17.854245, 15.081450, 24.816050], [14.068465, 9.853490, 18.379020], [11.155805, 16.402290, 22.456350], [24.458405, 13.603780, 16.371740], [26.030695, 17.037520, 23.066380], [19.883845, 14.241740, 21.962630], [22.363765, 14.211510, 22.114510], [25.392355, 12.448740, 24.311860], [21.650415, 7.686150, 18.531740], [19.182375, 19.418320, 16.307640], [28.306555, 14.546460, 20.418600], [24.705085, 17.267080, 24.215250], [29.671395, 12.817880, 23.936270], [20.759625, 9.674560, 24.631780], [14.695335, 14.268240, 16.262410], [9.946865, 14.876690, 25.773900], [22.718365, 15.637780, 14.543740], [15.443085, 11.537200, 18.861170], [19.374665, 8.797530, 23.954090], [23.495595, 9.434740, 14.993620], [17.362495, 11.933470, 11.494580], [22.871135, 7.426670, 16.369980], [18.702395, 12.977980, 18.872670], [24.488365, 17.997610, 16.904420], [23.516075, 12.909470, 12.171190], [24.001955, 15.171230, 24.553320], [21.165095, 13.359930, 26.272410], [23.375635, 17.938790, 11.187800], [19.772525, 16.625100, 20.400000], [17.004845, 11.143880, 19.687570], [13.488805, 9.911860, 19.811180], [22.543315, 20.717910, 15.501040], [16.048995, 20.110120, 13.832550], [24.618765, 17.220050, 12.246910], [20.048225, 11.839970, 19.205080], [22.209665, 15.742300, 12.853570], [20.443335, 14.659250, 16.306680], [13.440715, 13.659270, 12.860060], [26.425465, 11.219590, 19.482540], [23.211965, 9.401120, 24.230080], [27.774745, 11.894610, 25.221950], [23.474235, 14.379310, 11.208330], [19.130515, 17.202060, 25.805670], [19.983315, 12.668410, 25.452020], [13.860995, 13.429870, 25.567540], [27.017175, 10.383050, 22.882740], [24.553505, 18.970760, 12.065460], [13.149285, 12.542050, 17.213100], [19.400125, 10.432190, 15.318490], [29.382135, 13.318790, 22.214610], [12.357225, 15.148600, 25.857620], [19.294155, 14.412870, 24.516690], [17.443745, 7.841560, 20.238960], [27.316575, 13.392130, 25.086340], [25.421885, 13.477440, 9.599130], [15.960065, 18.524220, 14.477350], [24.632385, 17.943970, 22.550850], [20.166395, 17.950000, 21.433870], [14.343815, 12.379960, 14.566030], [17.510175, 13.173060, 26.003500], [17.870385, 9.748910, 15.733340], [23.863245, 8.334140, 23.228990], [24.449435, 9.296510, 16.753180], [21.060605, 11.631400, 14.188210], [9.896025, 16.183260, 24.835930], [22.566575, 17.782050, 25.026570], [12.310985, 16.514570, 24.808100]], "forces_ev_per_angstrom": [[-0.308, 0.488, -0.052], [0.936, 0.257, 1.058], [1.806, 0.129, 0.021], [1.041, -0.933, -0.551], [0.102, 0.296, -0.128], [0.204, -1.770, 3.093], [0.443, 0.490, 0.983], [-0.651, 0.883, 0.024], [1.093, -0.763, -0.068], [-0.009, 0.014, 0.133], [0.498, -0.877, 0.678], [-0.287, 0.252, 0.861], [1.039, 0.030, -1.124], [-1.177, -1.892, 0.238], [-0.598, -1.840, -0.381], [1.102, 1.255, 0.392], [-0.819, 0.506, 0.767], [1.083, 0.213, -0.199], [-0.512, 0.047, -0.211], [-1.085, 1.436, 0.144], [0.690, -0.689, -1.221], [-0.196, 0.620, -0.492], [-0.455, -0.211, -0.360], [-0.368, 0.387, -0.911], [-0.588, -0.489, -0.280], [-1.403, 1.885, -1.375], [-0.248, -0.075, 0.223], [-0.329, 0.643, -0.355], [0.587, -0.867, 0.233], [0.701, 1.071, -0.421], [-1.416, 1.060, 0.818], [-1.212, 0.535, -0.317], [0.628, 0.417, -0.792], [0.259, 0.373, 1.120], [-1.261, 0.216, -0.039], [-0.636, -1.118, 0.524], [0.535, 0.207, -1.669], [-1.157, -0.003, 0.197], [1.443, -0.161, 1.177], [-0.111, -0.136, 0.116], [-0.356, -0.293, -0.407], [0.581, -0.157, -0.543], [1.403, -0.854, 0.385], [-0.811, -0.435, 1.135], [0.420, -0.476, 0.694], [0.014, 1.765, 0.478], [-0.840, 0.105, -2.258], [-0.292, -0.893, -1.220], [1.498, 1.645, 0.370], [-2.125, -0.923, -1.411], [-0.494, -0.476, 0.647], [-0.966, 0.418, -0.448], [-0.028, -0.457, -0.647], [0.048, 1.561, -0.588], [0.507, 0.350, -1.493], [0.396, 0.569, 0.277], [0.490, 0.559, -0.590], [-0.742, -0.145, 0.144], [-0.826, 0.177, -2.182], [-0.927, 0.936, -0.075], [0.689, -0.796, 1.003], [0.641, -0.991, -0.286], [-0.391, 1.131, -0.047], [-0.106, 0.713, -0.121], [2.200, -0.929, 2.167], [-0.350, 0.759, -0.678], [1.120, -0.053, 0.733], [0.596, 0.727, 0.217], [-1.105, -0.882, -0.068], [2.051, 0.129, 0.708], [0.694, 0.441, -0.606], [-0.169, 0.560, 0.329], [-0.965, -0.479, 0.073], [0.122, -1.016, -0.404], [-0.346, 1.014, -0.527], [-0.196, -0.135, 0.617], [0.242, 0.256, -0.520], [0.447, -0.634, -0.066], [-0.917, -0.033, 0.813], [-0.102, -0.645, 0.327], [-0.216, 0.122, -0.708], [0.973, 0.849, -0.563], [1.355, -0.602, -0.178], [-1.872, 0.686, 0.996], [0.479, -1.124, -1.623], [-0.686, -1.299, -0.396], [0.510, -0.448, -0.630], [0.188, -0.430, -1.119], [0.181, 1.385, -1.012], [-0.671, -0.940, 0.222], [-1.196, -0.311, -0.918], [0.885, -0.033, -0.382], [-0.817, 1.941, 0.001], [0.402, 0.191, 0.826], [0.597, 0.947, 1.170], [0.534, 0.280, -0.876], [1.094, 0.550, -0.288], [-0.027, 1.070, 0.544], [-1.631, 0.775, -1.630], [-1.740, -0.055, 0.506], [0.247, -0.370, -0.304], [-0.201, -1.688, -0.364], [-0.020, -0.359, -0.068], [0.529, 0.174, -0.128], [0.134, -0.227, -0.231], [0.244, 0.110, 0.326], [-0.103, 0.037, 0.409], [0.721, 0.521, -0.216], [-0.170, -0.127, -0.236], [-0.001, -0.189, 0.565], [0.545, -1.261, 0.407], [0.164, 0.238, 0.236], [0.201, -0.110, 0.062], [0.552, -0.696, -0.115], [0.018, 0.126, 0.345], [-0.001, 0.415, -0.071], [-0.301, 0.544, -0.779], [0.039, -0.210, 0.718], [-0.339, 0.243, -0.093], [-0.127, -0.400, -0.045], [0.235, -0.335, -0.460], [0.072, -0.256, -0.019], [0.169, 0.215, -0.437], [-0.350, -0.001, 0.211], [-0.019, -0.507, -0.462], [-0.270, 0.233, 0.081], [-0.129, 0.599, -0.732], [-0.032, -0.971, 0.530], [-0.151, 0.059, 0.299], [0.666, 0.212, -0.465], [0.049, -0.499, -0.049], [-0.051, 0.153, 0.242], [-0.388, -0.536, 0.284], [0.505, 0.364, 0.222], [-0.142, -0.020, 0.367], [-0.719, 0.468, -0.039], [0.343, -0.342, -0.592], [-0.228, -0.369, 0.042], [-0.169, -0.663, 0.135], [-0.608, -0.165, 0.410], [0.105, -0.328, 0.312], [0.874, -0.151, 0.746], [0.465, 0.502, 0.061], [-0.163, 0.013, -0.083], [-0.175, 0.132, 0.080], [-0.285, -0.240, -0.225], [0.105, -0.101, -0.004], [-1.053, 0.251, -0.602], [-0.255, -0.029, 0.228], [0.117, 0.498, -0.029], [0.105, 0.269, 0.307], [0.215, -0.633, -0.066], [-0.313, -0.054, -0.028], [-0.793, 0.827, -0.481], [-0.437, 0.303, -0.130], [0.001, 0.242, 0.205], [-0.067, 0.057, -0.120], [0.032, 0.503, -0.128], [0.043, -0.249, -0.320], [-0.116, -0.006, -0.113], [0.221, -0.273, -0.160], [-0.557, -1.011, -0.096], [-0.232, -0.055, -0.116], [0.221, -0.255, 0.923], [-0.064, -0.161, 0.533], [-0.183, 0.219, 0.731], [0.117, 0.120, -0.412], [0.695, -0.104, -0.114], [0.072, -0.177, -0.289], [-0.309, 0.345, 0.955], [0.357, -0.199, 0.207], [0.672, 0.027, -0.028], [-0.163, 0.063, -0.047], [0.336, -0.453, -0.051], [0.072, 0.380, 0.002], [-0.077, -0.424, -0.176], [0.113, 0.524, 0.157], [0.071, 0.133, 0.037], [0.159, 0.166, 0.316], [0.203, -0.821, 0.992], [-0.098, -0.132, -0.147], [0.092, -0.327, -0.242], [0.277, -0.031, -0.047], [0.109, -0.104, 0.127], [-0.284, -0.219, 0.265], [-0.184, 0.245, -0.214], [-0.023, -0.581, -0.286], [-0.282, -0.099, -0.044], [-0.040, 0.440, 0.030], [-0.106, 0.290, 0.318], [-0.548, -0.187, -0.551], [0.175, 0.167, 0.103], [-0.688, 0.034, 0.429], [0.093, 0.049, -0.259], [0.046, 0.415, 0.387], [-0.520, -0.043, -0.002], [0.149, -0.015, -0.136], [0.555, -0.097, 0.602], [0.178, -0.018, 0.084], [0.095, 0.175, 0.703], [0.412, 0.129, 0.637], [0.056, -0.178, -0.439], [0.430, -0.261, -0.052], [0.249, 0.363, 0.149], [-0.444, -0.480, -0.179], [-0.239, -0.110, 0.411], [0.665, -0.296, -0.539], [-0.201, 0.127, -0.030], [-0.855, -0.238, -0.178], [0.401, 0.159, -0.009], [0.204, -0.026, 0.305], [0.552, 0.388, 0.832], [-0.034, -0.066, -0.229], [-0.392, 0.148, 0.355], [-0.131, 0.001, 0.035], [0.130, 0.465, -0.617], [-0.010, 0.001, 0.119], [-0.431, 0.337, 0.574], [-0.297, 0.125, 0.896], [0.710, -0.371, 0.802], [0.339, -0.028, 0.532], [0.040, 0.070, 0.245], [-0.219, 0.070, 0.099], [0.206, -0.388, -0.778], [-0.015, 0.229, 0.607], [0.153, -0.548, 0.254], [0.256, -0.026, 0.112], [0.088, 0.009, -0.169], [-0.147, 0.102, -0.114], [0.200, -0.213, 0.276], [1.024, 0.316, 0.194], [0.044, 0.394, 0.041], [1.033, 0.136, -0.128], [-0.118, 0.169, 0.082], [0.089, -0.268, -0.219], [0.030, -0.053, 0.326], [-0.486, -0.238, 0.041], [0.114, -0.193, 0.143], [-0.359, -0.196, 0.102], [0.243, -0.197, -0.214], [-0.186, 0.246, -0.068], [0.172, -0.909, -0.679], [-0.213, -0.148, -0.086], [0.246, 0.046, -0.441], [-0.268, -0.224, -0.112], [0.089, -0.688, 0.050], [0.170, -0.307, 0.102], [0.087, -0.343, 0.503], [0.222, 0.171, -0.046], [-0.054, 0.085, 0.163], [-0.158, -0.248, -0.460], [0.181, -0.044, -0.395], [-0.143, -0.013, 0.691], [0.863, -0.358, 0.068], [-0.087, 0.397, 0.174], [0.118, -0.205, -0.137], [-0.001, -0.106, 0.553], [-0.268, 0.290, 0.048], [0.047, 0.165, -0.178], [0.385, -0.065, 0.094], [0.154, -0.028, -0.205], [0.285, -0.043, 0.434], [0.217, -0.458, -0.268], [-0.483, 0.261, 0.020], [-0.185, 0.428, -0.200], [0.015, -0.291, -0.156], [-0.549, 0.197, 0.462], [-0.868, 0.473, -0.443], [0.013, 0.188, -0.147], [0.097, 0.090, -0.049], [0.022, 0.190, -0.364], [0.167, 0.076, 0.121], [-0.409, -0.289, 0.299], [0.221, 0.202, 0.149], [-0.279, -0.021, 0.220], [-0.144, 0.348, 0.005], [-0.338, -0.427, -0.308], [0.151, -0.157, 0.221], [-0.287, -0.138, 0.008], [-0.403, 0.476, 0.199], [-0.148, 0.486, 0.479], [-0.117, 0.339, -0.020], [-0.671, 0.344, -0.385], [0.369, -0.184, 0.056], [1.003, -0.458, -0.242], [-0.147, -0.349, -0.142], [-0.542, 0.366, 0.186], [-0.366, -0.625, 0.528], [-0.122, 0.126, -0.383]], "mulliken_charge": [-0.479, 0.492, -0.435, 0.414, -0.480, -0.504, -0.434, 0.528, -0.194, -0.327, -0.467, -0.553, -0.152, 1.426, -0.107, -0.311, -0.631, -0.555, -0.725, -0.780, 0.549, -0.690, 1.812, -0.887, 0.118, 2.364, -0.703, 0.652, -0.255, -0.740, -0.787, -0.719, -0.437, -0.444, 0.724, 0.118, -1.133, -0.957, 0.442, -0.709, -0.931, 0.985, -1.563, 3.137, 0.766, 0.212, -1.096, -1.627, -1.130, -0.411, -0.802, -1.590, -1.277, -0.830, 0.624, -1.106, -1.317, 2.065, -0.864, 0.040, 1.300, -1.680, -1.220, -1.800, 1.626, -1.040, -0.359, -1.984, 0.113, -0.867, 2.317, -1.160, 1.335, -1.388, -0.603, -0.813, 0.346, -0.588, 0.260, -0.663, -1.187, -0.380, -1.693, -0.405, -0.136, -1.416, -0.129, -1.446, 2.385, 2.688, -0.026, 0.809, 0.344, 0.016, -0.600, 2.142, -0.838, -1.941, -1.680, -1.686, -0.974, 2.678, 0.149, -0.976, 0.437, 0.057, 0.104, 0.428, -0.141, 0.375, -0.451, -0.960, -0.417, -0.442, 0.576, 0.074, 0.503, 0.444, -0.250, -0.928, 0.328, 0.476, 0.304, 0.087, 0.453, 0.429, -0.318, 0.096, 0.441, 0.210, 0.598, 0.448, 0.260, 0.258, -0.589, 0.371, 0.369, 0.280, 0.378, 0.272, 0.562, -0.802, -1.055, 0.280, 0.512, -0.125, -0.037, 0.178, 0.235, 0.609, 0.340, 0.320, 0.361, 0.333, 0.274, -0.088, -0.277, 0.670, 0.520, 0.330, 0.368, -0.421, 0.475, -0.503, -0.142, -0.163, -0.058, 0.256, 0.330, 0.104, 0.267, -0.150, 0.354, 0.506, 0.434, -0.188, 0.276, 0.192, 0.402, -0.684, 0.324, -0.904, 0.311, 0.145, 0.405, 0.336, 0.352, 0.329, -1.217, 0.322, -0.586, 0.273, 0.182, 0.396, 0.346, -0.128, 0.359, 0.452, 0.409, 0.409, -0.156, 0.470, -0.528, -0.614, 0.365, -0.191, -0.358, -0.029, -1.274, 0.335, 0.468, 0.079, -1.416, -1.296, 0.233, 0.158, 0.074, 0.462, 0.496, 0.293, 0.214, -0.088, 0.252, 0.040, 0.325, -0.052, 0.353, -0.856, 0.017, 0.350, 0.403, 0.092, 0.450, 0.451, 0.458, 0.095, 0.069, 0.250, -0.250, -0.099, -0.030, 0.528, 0.337, 0.434, -0.488, 0.130, 0.157, 0.601, 0.295, 0.253, -0.145, 0.017, 0.388, 0.415, 0.411, 0.216, 0.261, 0.513, -0.510, 0.241, 0.426, 0.313, 0.271, 0.375, 0.296, 0.047, 0.386, 0.467, 0.379, -0.026, 0.211, 0.322, 0.396, -0.319, 0.374, 0.232, 0.359, 0.259, 0.160, 0.647, -0.116, 0.050, 0.362, 0.329, 0.322, 0.371, 0.267, 0.434, 0.310], "total_energy_ev": -133674.8610, "de_lowest_kcal_mol": 126.7, "lumo_energy_ev": 0.53, "largest_force_ev_per_a": 3.57}